Record 1
71
Properties=species:S:1:pos:R:3 method="wB97M-V/def2-TZVPD" relative_energy_kcal_mol=2.4 max_force_ha_per_bohr=0.00644 e_lumo_ha=-0.226 energy_ha=-6485.3381 orbital_gap_ev=7.95 total_charge=+2
Bi -0.082 -0.039 0.137
C 4.909 -1.935 -0.849
C 3.565 -1.231 -1.057
C 3.764 0.144 -1.686
C 2.798 -1.190 0.249
C 2.793 -0.073 1.091
C 2.097 -0.082 2.300
C 1.385 -1.209 2.721
C 0.675 -1.224 4.047
C 1.403 -2.331 1.887
C 2.091 -2.319 0.679
H 5.450 -2.005 -1.792
H 4.782 -2.945 -0.458
H 5.527 -1.374 -0.145
H 2.969 -1.838 -1.749
H 4.448 0.763 -1.103
H 2.823 0.694 -1.793
H 4.201 0.035 -2.679
H 3.341 0.818 0.813
H 2.130 0.798 2.933
H -0.038 -0.401 4.134
H 1.391 -1.103 4.861
H 0.144 -2.160 4.209
H 0.890 -3.233 2.201
H 2.096 -3.210 0.059
C 3.164 3.401 -5.806
C 1.683 3.734 -5.723
C 0.949 3.663 -7.051
C 0.957 2.245 -7.599
C 0.448 1.275 -6.566
C -0.092 0.068 -6.936
C -0.581 -0.819 -5.973
F -1.092 -1.976 -6.391
C -0.561 -0.535 -4.640
C -0.018 0.695 -4.230
C 0.011 1.043 -2.831
O -0.480 0.166 -1.997
C 0.540 2.280 -2.470
C 1.030 3.107 -3.476
N 1.023 2.798 -4.754
C 0.489 1.587 -5.188
C 0.616 2.845 -1.082
O 0.971 3.979 -0.905
O 0.272 2.052 -0.074
H 3.647 4.064 -6.522
H 3.327 2.372 -6.127
H 3.649 3.537 -4.839
H 1.547 4.723 -5.288
H 1.430 4.352 -7.744
H -0.080 4.004 -6.917
H 1.966 1.954 -7.904
H 0.337 2.177 -8.492
H -0.158 -0.209 -7.981
H -0.958 -1.233 -3.920
H 1.449 4.068 -3.204
C -2.737 2.515 0.309
Se -2.059 1.342 1.706
C -3.540 0.096 1.849
C -3.974 -0.565 0.555
Se -2.597 -1.576 -0.370
C -2.294 -2.928 0.998
H -3.745 2.808 0.595
H -2.727 2.024 -0.661
H -2.084 3.383 0.305
H -4.366 0.674 2.267
H -3.243 -0.632 2.603
H -4.353 0.151 -0.173
H -4.774 -1.280 0.752
H -3.238 -3.431 1.191
H -1.898 -2.489 1.912
H -1.580 -3.640 0.592

Record 2
16
Properties=species:S:1:pos:R:3 method="wB97M-V/def2-TZVPD" relative_energy_kcal_mol=48.9 max_force_ha_per_bohr=0.03723 e_lumo_ha=0.037 smiles="C[C@H]1CCC(=O)N1" energy_ha=-325.8596 orbital_gap_ev=10.51 total_charge=0
C 0.834 -1.335 0.381
C -0.280 -0.391 0.781
C 0.248 1.050 0.713
C 0.035 1.334 -0.797
C -0.709 0.080 -1.229
O -0.289 -0.761 -2.000
N -1.662 -0.160 -0.260
H 1.300 -1.203 1.376
H 0.563 -2.383 0.218
H 1.551 -0.998 -0.383
H -0.736 -0.751 1.695
H -0.371 1.672 1.357
H 1.300 1.221 1.004
H 0.957 1.389 -1.369
H -0.560 2.236 -0.929
H -2.181 -1.001 -0.558

Record 3
180
Properties=species:S:1:pos:R:3 method="wB97M-V/def2-TZVPD" max_force_ha_per_bohr=0.11282 e_lumo_ha=-0.168 energy_ha=-4445.1904 orbital_gap_ev=5.95 total_charge=+1
C 7.424 -4.201 5.772
C 8.525 -3.466 4.795
C 7.715 -2.965 3.456
C 8.704 -2.075 2.445
C 8.108 -0.547 2.466
C 7.230 -0.134 1.145
C 6.173 -1.275 0.626
C 4.595 -0.797 0.624
C 3.846 -0.923 2.073
C 2.690 -2.078 2.171
N 1.802 -2.215 0.956
C 0.682 -1.158 0.841
C 1.208 0.302 0.317
C -0.044 1.362 -0.002
C -1.369 1.098 0.929
N -2.319 0.082 0.302
C 1.916 -3.223 -0.012
N 0.996 -3.392 -1.196
C 1.246 -2.416 -2.316
F 0.130 -1.398 -2.271
F 2.500 -1.635 -2.215
C 1.194 -3.069 -3.817
F 2.547 -3.690 -4.071
F 0.225 -4.222 -3.943
C 0.807 -2.036 -5.027
F -0.663 -1.690 -5.082
F 1.048 -2.802 -6.308
C 1.739 -0.693 -5.134
F 3.216 -0.983 -5.002
F 1.352 0.417 -4.234
F 1.585 -0.180 -6.547
N 2.996 -4.256 0.203
N 2.379 -5.429 0.608
C 2.874 -5.866 2.000
C 2.291 -7.410 2.222
C 0.645 -7.503 2.099
B 3.918 -4.438 -0.979
O 4.992 -3.531 -1.427
O 3.764 -5.710 -1.770
H 7.686 -5.341 5.857
H 6.364 -4.096 5.262
H 7.353 -3.669 6.816
H 8.985 -2.517 5.346
H 9.363 -4.222 4.485
H 7.243 -3.875 2.848
H 6.774 -2.316 3.798
H 8.573 -2.540 1.355
H 9.829 -2.174 2.752
H 7.465 -0.284 3.409
H 9.051 0.182 2.479
H 7.974 0.110 0.247
H 6.599 0.862 1.301
H 6.446 -1.497 -0.512
H 6.217 -2.294 1.199
H 4.612 0.363 0.344
H 4.050 -1.437 -0.190
H 4.690 -1.229 2.860
H 3.415 0.108 2.491
H 1.972 -1.747 3.067
H 3.206 -3.062 2.534
H -0.263 -1.578 0.248
H 0.271 -0.978 1.948
H 1.871 0.283 -0.646
H 1.835 0.815 1.167
H 0.389 2.437 0.242
H -0.350 1.359 -1.132
H -1.050 0.826 2.034
H -1.980 2.113 0.986
H -3.243 0.515 0.066
H -1.854 -0.280 -0.584
H 0.958 -4.387 -1.503
H 1.373 -5.141 0.802
H 4.048 -5.853 2.084
H 2.464 -5.196 2.868
H 2.649 -7.797 3.292
H 2.742 -8.043 1.336
H 0.343 -8.003 1.060
H 0.139 -6.421 2.085
H 0.140 -8.097 2.981
H 5.854 -3.862 -0.993
H 3.006 -5.590 -2.416
N -1.946 3.695 -0.940
C -2.429 3.732 -2.201
C -2.195 4.772 -3.086
C -1.421 5.843 -2.653
C -0.911 5.835 -1.359
C -1.196 4.748 -0.548
H -3.030 2.875 -2.491
H -2.606 4.747 -4.089
H -1.217 6.677 -3.318
H -0.304 6.655 -0.991
H -0.818 4.694 0.468
N 10.091 -6.545 5.645
C 10.275 -7.792 5.159
C 11.514 -8.309 4.816
C 12.633 -7.499 4.975
C 12.475 -6.209 5.471
C 11.196 -5.782 5.791
H 9.372 -8.385 5.050
H 11.604 -9.320 4.433
H 13.621 -7.869 4.715
H 13.327 -5.552 5.607
H 11.021 -4.785 6.185
N 1.641 -7.230 5.152
C 0.568 -6.538 5.595
C 0.032 -6.677 6.865
C 0.629 -7.582 7.736
C 1.734 -8.311 7.308
C 2.200 -8.100 6.021
H 0.136 -5.846 4.877
H -0.830 -6.093 7.168
H 0.236 -7.719 8.739
H 2.221 -9.025 7.963
H 3.062 -8.642 5.642
N -2.504 10.029 -1.329
C -3.050 8.795 -1.257
C -4.115 8.470 -0.431
C -4.652 9.470 0.374
C -4.110 10.750 0.323
C -3.048 10.979 -0.537
H -2.594 8.049 -1.902
H -4.515 7.463 -0.416
H -5.486 9.253 1.035
H -4.506 11.550 0.938
H -2.593 11.962 -0.616
N -6.244 1.305 4.112
C -7.180 0.381 3.804
C -7.004 -0.605 2.846
C -5.796 -0.646 2.158
C -4.813 0.293 2.452
C -5.080 1.238 3.429
H -8.107 0.457 4.366
H -7.790 -1.323 2.642
H -5.623 -1.404 1.400
H -3.861 0.288 1.933
H -4.343 1.990 3.697
N -3.510 7.969 -4.999
C -3.993 8.006 -6.260
C -3.759 9.046 -7.145
C -2.985 10.117 -6.711
C -2.474 10.109 -5.417
C -2.760 9.022 -4.607
H -4.594 7.148 -6.550
H -4.170 9.021 -8.148
H -2.781 10.951 -7.376
H -1.868 10.929 -5.049
H -2.382 8.968 -3.590
N -10.368 -0.680 4.874
C -10.914 -1.914 4.947
C -11.978 -2.238 5.772
C -12.516 -1.239 6.577
C -11.974 0.041 6.526
C -10.912 0.270 5.666
H -10.458 -2.659 4.302
H -12.378 -3.246 5.788
H -13.350 -1.456 7.238
H -12.370 0.841 7.141
H -10.457 1.253 5.588
N -5.113 10.747 -9.563
C -4.920 12.027 -9.950
C -5.949 12.928 -10.175
C -7.257 12.491 -9.996
C -7.488 11.178 -9.599
C -6.394 10.352 -9.395
H -3.882 12.319 -10.080
H -5.735 13.945 -10.482
H -8.089 13.168 -10.163
H -8.496 10.806 -9.451
H -6.522 9.320 -9.082
N -4.813 -3.787 -7.146
C -3.558 -3.520 -6.723
C -3.031 -2.241 -6.635
C -3.836 -1.170 -7.007
C -5.132 -1.414 -7.449
C -5.572 -2.727 -7.499
H -2.968 -4.389 -6.447
H -2.017 -2.085 -6.286
H -3.457 -0.154 -6.953
H -5.785 -0.601 -7.747
H -6.577 -2.969 -7.834

Record 4
33
Properties=species:S:1:pos:R:3 method="wB97M-V/def2-TZVPD" relative_energy_kcal_mol=69.8 max_force_ha_per_bohr=0.01426 e_lumo_ha=0.008 smiles=COCCNCCOC.O.O.O energy_ha=-672.1091 orbital_gap_ev=9.07 total_charge=0
C -11.125 11.378 23.802
O -10.737 12.713 23.577
C -11.709 13.644 23.996
C -12.809 13.834 22.979
N -12.333 14.692 21.897
C -13.286 14.747 20.784
C -12.891 15.853 19.847
O -13.854 15.978 18.842
C -13.456 16.878 17.843
H -10.309 10.732 23.485
H -12.015 11.098 23.226
H -11.323 11.202 24.866
H -11.196 14.606 24.101
H -12.098 13.380 24.987
H -13.664 14.306 23.469
H -13.142 12.852 22.603
H -11.463 14.283 21.565
H -14.275 14.942 21.205
H -13.337 13.798 20.232
H -11.884 15.619 19.455
H -12.776 16.793 20.404
H -14.296 17.032 17.170
H -12.626 16.466 17.242
H -13.103 17.838 18.234
O -10.153 19.296 15.983
H -10.313 18.626 15.313
H -10.323 20.144 15.553
O -12.466 20.397 17.423
H -11.797 19.764 17.130
H -12.311 21.167 16.865
O -10.830 21.950 15.016
H -10.332 22.629 15.482
H -11.242 22.403 14.275

Record 5
9
Properties=species:S:1:pos:R:3 method="wB97M-V/def2-TZVPD" relative_energy_kcal_mol=61.5 max_force_ha_per_bohr=0.05788 e_lumo_ha="0.122 / 0.123" energy_ha=-3238.0513 orbital_gap_ev="6.92 / 7.15" total_charge=-1
C 0.459 -1.692 0.279
C 0.576 0.208 -0.902
C 0.413 -1.151 -0.962
O -0.567 2.373 -0.651
O 0.637 1.557 1.334
S -0.174 1.252 0.199
Br -2.123 0.503 1.220
H 0.084 -1.366 1.263
H 0.695 -1.684 -1.780

Record 6
10
Properties=species:S:1:pos:R:3 method="wB97M-V/def2-TZVPD" relative_energy_kcal_mol=30.2 max_force_ha_per_bohr=0.10478 e_lumo_ha=-0.022 energy_ha=-1140.9554 orbital_gap_ev=10.13 total_charge=0
C -0.048 -0.497 0.410
C 1.145 0.004 -0.377
N -1.627 0.593 0.019
O -2.467 0.532 0.860
O -1.482 1.124 -0.993
F -0.456 -1.805 0.337
F 0.042 -0.224 1.716
F 0.936 -0.248 -1.684
F 1.238 1.324 -0.278
Cl 2.718 -0.802 -0.011

Record 7
100
Properties=species:S:1:pos:R:3 method="wB97M-V/def2-TZVPD" max_force_ha_per_bohr=0.01767 e_lumo_ha=-0.123 energy_ha=-4365.8887 orbital_gap_ev=7.68 total_charge=+1
C -4.241 1.869 1.660
C -4.610 1.312 0.282
C -3.835 0.125 -0.306
I -3.831 -1.455 1.178
N -2.565 0.536 -1.081
O -3.052 1.562 -1.955
C -1.492 1.310 -0.271
C -1.005 0.403 0.872
C 0.275 0.761 1.611
O 0.380 1.764 2.265
O 1.285 -0.156 1.474
C -0.548 2.098 -1.253
C 0.835 2.512 -0.682
C 2.081 1.648 -0.809
C 3.341 2.432 -0.415
C 3.553 2.528 1.100
S 4.501 1.171 1.762
O 3.699 0.431 2.698
O 5.159 0.487 0.692
O 5.577 1.997 2.598
C -1.237 3.492 -1.514
C -1.226 4.203 -2.881
N -1.697 5.594 -2.717
N -2.223 3.600 -3.744
N 0.102 4.195 -3.458
O -0.316 1.331 -2.468
C -0.560 -0.042 -2.525
S 0.774 -1.132 -1.867
S -0.449 -0.422 -4.377
O 0.525 -1.452 -4.588
O -1.792 -0.539 -4.873
C 0.316 1.070 -5.226
F -0.544 2.067 -5.335
F 1.422 1.455 -4.621
F 0.596 0.608 -6.440
C -1.992 -0.488 -2.080
C -2.148 -1.955 -1.690
C -1.831 -2.969 -2.798
C -1.852 -4.389 -2.207
C -0.942 -5.381 -2.922
S 0.799 -4.896 -2.942
C 1.204 -5.513 -1.376
N 0.449 -5.887 -0.411
N 1.307 -6.262 0.626
C 2.485 -6.067 0.190
O 2.520 -5.591 -1.074
H -4.758 2.822 1.788
H -3.183 2.078 1.803
H -4.583 1.223 2.468
H -5.629 0.921 0.356
H -4.656 2.128 -0.437
H -4.446 -0.357 -1.071
H -3.862 1.208 -2.362
H -2.080 2.100 0.187
H -1.761 0.453 1.657
H -0.974 -0.640 0.566
H 1.235 -0.864 2.134
H 1.079 3.414 -1.249
H 0.695 2.872 0.342
H 2.074 0.758 -0.187
H 2.196 1.323 -1.842
H 3.313 3.443 -0.829
H 4.196 1.927 -0.860
H 2.625 2.552 1.673
H 4.107 3.433 1.346
H 5.757 1.492 3.408
H -0.775 4.181 -0.803
H -2.287 3.461 -1.248
H -0.957 6.143 -2.290
H -2.476 5.637 -2.066
H -2.172 4.030 -4.662
H -2.002 2.622 -3.876
H 0.075 4.585 -4.392
H 0.759 4.739 -2.913
H 0.732 -0.651 -0.621
H -2.625 -0.367 -2.961
H -1.625 -2.215 -0.773
H -3.213 -2.101 -1.490
H -2.593 -2.893 -3.573
H -0.842 -2.805 -3.216
H -2.872 -4.784 -2.233
H -1.554 -4.365 -1.155
H -1.014 -6.348 -2.424
H -1.220 -5.534 -3.966
H 3.422 -6.234 0.693
C 2.928 -1.584 8.188
C 2.318 -2.734 7.406
O 1.105 -2.406 6.747
C 1.187 -1.376 5.785
C 2.129 -1.669 4.628
H 2.202 -1.171 8.889
H 3.792 -1.938 8.750
H 3.267 -0.777 7.536
H 2.053 -3.544 8.085
H 3.045 -3.140 6.694
H 1.455 -0.423 6.255
H 0.165 -1.266 5.415
H 3.171 -1.717 4.945
H 2.071 -0.879 3.880
H 1.877 -2.627 4.165

Record 8
33
Properties=species:S:1:pos:R:3 method="wB97M-V/def2-TZVPD" relative_energy_kcal_mol=73.1 max_force_ha_per_bohr=0.04178 e_lumo_ha=0.009 smiles=O.O.O.O.O.O.O.O.O.O.O energy_ha=-840.7637 orbital_gap_ev=10.10 total_charge=0
O 0.564 0.394 -0.011
H 1.149 -0.354 0.156
H -0.140 0.024 -0.555
O 3.715 0.640 2.695
H 4.182 0.021 3.266
H 2.790 0.382 2.775
O -2.659 -2.406 -0.400
H -2.567 -3.342 -0.187
H -2.988 -2.403 -1.306
O -2.513 0.298 -0.239
H -3.230 0.348 0.402
H -2.867 0.736 -1.022
O -2.741 2.499 -3.569
H -3.052 2.043 -4.359
H -2.223 1.833 -3.102
O 0.080 3.304 -0.957
H 0.600 3.510 -0.173
H -0.789 3.677 -0.767
O 1.562 -2.271 2.277
H 2.095 -1.582 1.864
H 2.016 -2.454 3.107
O 0.789 -5.114 -1.205
H 1.669 -5.059 -0.818
H 0.380 -4.272 -0.978
O 0.217 1.230 -2.231
H 0.233 1.512 -3.153
H 0.571 1.986 -1.748
O 3.882 -0.488 0.600
H 4.746 -0.909 0.529
H 4.069 0.450 0.481
O -3.190 1.557 3.028
H -2.427 2.036 2.684
H -3.922 2.175 2.918

Record 9
12
Properties=species:S:1:pos:R:3 method="wB97M-V/def2-TZVPD" relative_energy_kcal_mol=70.5 max_force_ha_per_bohr=0.07048 e_lumo_ha="-0.058 / -0.093" energy_ha=-1457.7909 orbital_gap_ev="7.44 / 6.01" total_charge=0
C 1.658 0.191 -0.104
C -0.455 -1.111 0.051
N 0.620 0.747 0.564
N -0.477 0.134 0.683
O -0.646 -2.234 0.833
S 3.189 0.886 -0.237
S 1.167 -1.246 -0.817
S -2.408 1.619 -0.965
H -1.206 -1.182 -0.756
H 0.449 1.672 0.860
H 0.138 -2.247 1.417
H -2.030 2.772 -1.530